282
Properties=species:S:1:pos:R:3 method="wB97M-V/def2-TZVPD" de_lowest_kj_mol=183.6 multiplicity=1 energy_ev=-126916.6089 orbital_gap_ev=8.52 max_force_ev_per_a=4.14
O 9.24000 -18.59988 28.83393
H 9.35375 -17.92336 28.16378
H 9.89819 -18.30787 29.47965
O 10.18897 -22.59428 25.42788
H 10.42581 -22.21270 26.32418
H 9.67820 -21.87474 25.06012
O 10.66623 -20.83352 27.52364
H 11.36694 -20.89393 28.17227
H 10.23745 -20.00831 27.77075
O 11.78874 -18.46267 29.67864
H 11.75075 -18.11866 28.72793
H 12.43459 -17.87519 30.14188
C 16.12078 -16.15108 25.54780
C 15.13605 -15.00706 25.85794
C 15.72801 -13.58263 25.76368
C 15.87875 -13.11642 24.30469
C 14.57533 -13.07480 23.63081
C 13.77941 -14.39779 23.70950
N 13.85134 -14.87262 25.10792
O 13.15344 -16.08680 25.23575
C 12.35756 -14.10166 23.36578
C 14.27171 -15.42190 22.61560
C 14.60459 -15.07339 27.32916
H 16.76110 -16.16240 26.45568
H 16.65678 -16.02093 24.59313
H 15.58091 -17.11606 25.70775
H 14.93498 -12.94346 26.25163
H 16.65705 -13.57729 26.30504
H 16.53784 -13.78844 23.75658
H 16.36361 -12.14910 24.37497
H 14.59024 -12.76495 22.54849
H 13.81150 -12.33919 23.96784
H 11.76486 -14.98960 23.33732
H 11.88957 -13.49847 24.19248
H 12.25535 -13.46259 22.48311
H 13.74562 -16.40601 22.82654
H 13.93742 -15.06478 21.64882
H 15.32025 -15.67378 22.62659
H 14.04509 -15.97559 27.43748
H 14.01794 -14.17046 27.42957
H 15.54145 -14.98910 27.87062
H 13.40059 -16.77123 24.58564
C 5.68386 -10.70567 32.43127
C 6.25279 -11.57258 31.28629
C 7.14524 -10.67608 30.29044
C 8.47232 -10.27909 30.79748
C 9.27106 -11.57384 31.17387
C 8.53074 -12.30067 32.28895
N 7.23131 -12.59149 31.71170
O 6.48935 -13.47762 32.56235
C 9.23110 -13.64554 32.53809
C 8.58283 -11.59601 33.74106
C 5.14483 -12.28476 30.55594
H 4.85660 -10.11289 32.10833
H 6.54416 -10.18970 32.85004
H 5.34732 -11.41110 33.20097
H 7.27000 -11.29730 29.38177
H 6.41120 -9.84406 30.00050
H 8.39372 -9.53100 31.63458
H 8.85527 -9.73046 29.98500
H 10.27062 -11.40294 31.48004
H 9.22654 -12.16896 30.26366
H 8.95382 -14.26311 31.67882
H 10.30162 -13.42939 32.52370
H 8.91094 -14.04576 33.49623
H 8.56925 -10.55763 33.59108
H 7.75356 -11.91660 34.42386
H 9.52599 -11.92854 34.22810
H 5.49555 -13.08060 29.87415
H 4.60918 -11.64744 29.88711
H 4.39145 -12.55121 31.29647
H 6.40956 -14.27865 32.01600
C 11.01426 -22.23288 21.09556
C 12.30059 -22.16346 21.88251
C 13.46196 -22.10514 20.90014
C 14.77507 -21.83189 21.57846
C 14.72909 -20.61649 22.44349
C 13.47248 -20.57294 23.43251
N 12.25822 -20.91834 22.65405
O 11.12602 -20.92701 23.47530
C 13.72995 -21.47768 24.60887
C 13.19190 -19.15830 23.93512
C 12.44430 -23.44204 22.74552
H 10.98362 -22.80728 20.20479
H 10.72695 -21.27110 20.81806
H 10.22395 -22.65190 21.70782
H 13.58061 -22.96325 20.26447
H 13.27959 -21.22959 20.18700
H 15.44233 -21.55612 20.76261
H 15.11159 -22.72224 22.12587
H 14.69754 -19.69229 21.82853
H 15.58205 -20.47925 23.12844
H 14.49052 -21.01946 25.17222
H 12.87275 -21.52785 25.21812
H 14.04523 -22.53168 24.55619
H 12.42916 -19.21895 24.73834
H 14.18866 -18.89033 24.28817
H 12.82515 -18.43224 23.17515
H 13.44257 -23.74531 23.09664
H 12.10543 -24.28051 22.12920
H 11.71323 -23.53040 23.65649
H 11.13254 -21.72921 24.02668
C 8.55380 -10.43221 24.01309
C 8.46423 -11.41055 22.87472
C 6.94442 -11.82983 22.59605
C 6.73662 -12.44671 21.19680
C 7.30120 -11.50271 20.11270
C 8.78992 -11.40971 20.28735
N 9.03649 -10.87254 21.62659
O 10.39478 -10.79121 21.82142
C 9.43404 -12.80199 19.96464
C 9.29464 -10.41082 19.25828
C 9.17898 -12.67848 23.22506
H 8.07065 -10.83596 24.96963
H 7.97699 -9.50767 23.78076
H 9.54043 -10.14204 24.30166
H 6.58759 -12.47784 23.40302
H 6.22430 -11.03417 22.60020
H 5.62446 -12.59836 21.00011
H 7.17971 -13.46864 21.12900
H 6.73846 -10.62702 20.34486
H 7.05104 -11.84125 19.06069
H 9.12408 -13.61971 20.57003
H 9.08442 -13.11927 18.93313
H 10.44709 -12.83351 19.88019
H 9.03529 -10.81030 18.29259
H 8.94387 -9.39363 19.46130
H 10.40579 -10.41385 19.31496
H 10.14949 -12.37371 23.59694
H 9.31232 -13.29446 22.38944
H 8.65731 -13.21392 24.02949
H 10.69437 -9.91417 21.51808
C 4.59528 -18.43639 21.06914
C 4.28667 -16.98129 21.53742
C 2.86141 -16.61327 21.15721
C 2.42386 -15.30644 21.87821
C 2.50021 -15.48000 23.39118
C 3.91862 -15.87252 23.80877
N 4.30398 -17.07364 22.99910
O 5.68631 -17.35496 23.35227
C 4.90134 -14.73089 23.67238
C 3.90240 -16.36252 25.27858
C 5.19738 -15.93980 20.89783
H 5.61948 -18.76664 21.40576
H 4.56174 -18.52217 19.99925
H 3.84519 -19.10352 21.55654
H 2.93539 -16.52468 20.09869
H 2.13267 -17.43303 21.46795
H 1.39807 -15.03808 21.57876
H 2.92650 -14.44029 21.59156
H 1.85284 -16.29880 23.66511
H 2.15835 -14.64878 23.95563
H 4.43176 -14.05462 22.87598
H 5.08144 -14.05080 24.55996
H 5.90065 -15.08984 23.42319
H 3.10173 -17.14740 25.45666
H 4.88120 -16.74908 25.51882
H 3.70975 -15.47320 25.88450
H 5.38402 -16.16022 19.83878
H 6.16061 -15.92356 21.45958
H 4.76824 -14.92995 20.94871
H 5.71096 -18.32827 23.47042
C 13.08878 -18.60908 18.67828
C 11.76922 -17.86324 18.89340
C 10.83490 -18.21494 17.69602
C 9.38924 -17.79288 17.85323
C 8.79731 -18.33847 19.16183
C 9.67643 -17.96320 20.35902
N 11.06782 -18.45106 20.02470
O 11.80923 -18.31545 21.16250
C 9.60521 -16.53716 20.75094
C 9.17389 -18.75961 21.50485
C 12.18390 -16.37211 18.84181
H 13.68975 -18.21300 17.87859
H 12.82558 -19.63992 18.42684
H 13.63427 -18.63993 19.62752
H 11.36329 -17.87463 16.78974
H 10.87638 -19.27861 17.65016
H 8.77021 -18.24622 17.07522
H 9.13470 -16.75549 17.70514
H 8.79329 -19.42131 19.02469
H 7.77471 -18.05393 19.34543
H 9.98860 -15.86332 19.94850
H 8.63848 -16.19159 21.13141
H 10.31538 -16.41424 21.57440
H 9.84284 -18.80045 22.39941
H 8.20817 -18.30156 21.82226
H 8.95121 -19.79128 21.18192
H 12.75638 -16.11900 19.74709
H 11.34937 -15.67642 18.89832
H 12.80345 -16.21464 17.96959
H 11.92975 -19.19133 21.62517
C 13.22392 -9.02812 24.55972
C 13.49780 -8.47787 26.01136
C 12.54517 -7.37098 26.44660
C 11.16591 -7.84956 26.81620
C 11.17565 -8.91021 27.83466
C 12.11043 -10.04225 27.48204
N 13.42832 -9.43297 27.09202
O 14.28136 -10.52745 26.69063
C 12.42842 -10.90386 28.67826
C 11.57949 -10.89999 26.39081
C 14.87899 -7.96307 26.01123
H 13.93792 -9.77414 24.29356
H 13.40424 -8.19035 23.88981
H 12.21487 -9.47509 24.35518
H 12.96266 -6.98067 27.41768
H 12.40853 -6.64493 25.70083
H 10.64612 -8.21486 25.94689
H 10.66103 -6.92602 27.15963
H 10.19118 -9.32571 28.03476
H 11.41587 -8.54982 28.84104
H 11.54247 -11.08676 29.27902
H 12.87452 -11.80033 28.38929
H 13.08936 -10.36613 29.36606
H 10.70450 -11.38787 26.92092
H 11.19452 -10.44869 25.48758
H 12.27668 -11.70824 26.21617
H 15.00743 -6.99541 25.51093
H 15.53619 -8.71393 25.55663
H 15.10029 -8.02047 27.06200
H 14.95089 -10.46955 27.32237
C 6.96551 -20.49468 30.28816
C 5.62042 -20.20791 29.65370
C 4.50428 -20.80857 30.65815
C 4.21277 -19.77246 31.73277
C 3.79564 -18.42519 31.18360
C 4.99605 -17.85080 30.40619
N 5.32969 -18.80044 29.35977
O 6.36373 -18.29766 28.51745
C 4.59108 -16.57843 29.66405
C 6.25614 -17.51484 31.27441
C 5.61383 -21.02662 28.35822
H 7.84699 -20.32274 29.60491
H 7.07355 -21.56706 30.41277
H 7.19269 -20.09351 31.23687
H 3.65794 -20.89452 29.99263
H 4.83921 -21.74692 31.06178
H 5.15400 -19.64856 32.30343
H 3.46281 -20.22531 32.41244
H 3.55579 -17.64868 31.93444
H 2.97142 -18.45258 30.48703
H 3.83951 -16.89900 28.95121
H 4.08159 -15.85878 30.34612
H 5.51052 -16.29193 29.14328
H 6.68921 -18.37727 31.78222
H 7.02277 -17.01747 30.74747
H 5.89002 -16.89726 32.13430
H 5.94722 -22.02046 28.61747
H 6.30323 -20.65476 27.56999
H 4.62020 -21.07198 28.02206
H 7.18724 -18.39489 29.04309
C 10.71881 -14.30501 26.72637
C 9.96828 -15.30512 27.59597
C 8.49855 -14.87294 27.84580
C 7.66766 -14.92900 26.54737
C 7.68771 -16.32579 26.06701
C 9.11200 -16.95442 25.74424
N 9.90488 -16.68717 27.02292
O 11.13452 -17.28654 26.83565
C 8.97191 -18.45784 25.58539
C 9.65224 -16.33997 24.51190
C 10.62280 -15.32955 28.95136
H 11.65438 -14.77522 26.44601
H 11.07444 -13.33486 27.12974
H 10.30959 -14.06527 25.72664
H 7.93706 -15.50455 28.52997
H 8.48382 -13.85454 28.26579
H 8.13065 -14.22418 25.85913
H 6.59776 -14.66890 26.59588
H 7.13806 -16.35953 25.11078
H 7.08989 -17.01467 26.71856
H 8.27475 -18.90510 26.28037
H 8.58390 -18.75533 24.64837
H 9.93315 -19.03529 25.70386
H 10.69338 -16.38059 24.31611
H 9.34135 -16.93451 23.61712
H 9.41671 -15.25546 24.40959
H 11.65414 -15.75479 28.96715
H 10.09596 -15.86214 29.69513
H 10.79047 -14.29559 29.34502
H 11.69441 -16.73186 26.20334